This record from OMol25 describes a molecular structure, C23H38N4O9PS2. The level of theory is ωB97M-V with the def2-TZVPD basis set.

As for the spin multiplicity: 1. Its HOMO energy is -4.43 eV. For the molar mass, the calculation gives 609.68 g mol⁻¹. The value obtained for the frontier orbital gap is 5.656 eV. As for the net charge: -1.

Last column: Löwdin charge in e.
Positions of all 77 atoms, in Å:
C  8.1185  -2.2671  1.5646  0.00
C  6.7304  -1.6459  1.7730  -0.51
O  6.6235  -0.7155  2.5378  0.11
O  5.6051  -2.1385  1.1591  -0.02
C  5.6559  -1.9918  -0.2683  -0.18
C  5.4286  -0.5281  -0.7408  -0.16
C  3.9181  -0.1790  -0.9101  -0.18
C  3.5513  -0.3101  -2.4115  -0.22
C  2.0369  -0.4985  -2.6848  -0.15
C  1.1195  0.5977  -2.1154  -0.13
C  -0.1917  0.3361  -1.7253  -0.11
P  -0.9197  -1.3703  -1.8874  0.30
O  -0.5436  -2.1261  -0.5164  -0.20
O  -0.1887  -2.2174  -3.0720  -0.22
S  -2.8056  -1.3424  -2.2749  0.46
C  -1.0111  1.4357  -1.1416  -0.21
O  -2.3026  1.2283  -0.7259  -0.14
C  -2.3830  0.9084  0.6829  -0.13
C  -3.6594  0.0327  0.9233  -0.32
C  -4.5719  0.6034  2.0440  -0.07
C  -3.2472  -1.4342  1.2496  -0.17
C  -4.4269  -2.4516  1.3963  -0.39
C  -5.6074  -2.1979  0.4319  -0.08
C  -4.8880  -2.6152  2.8847  -0.09
C  -0.5613  2.7231  -0.9968  -0.07
C  -1.4526  3.8353  -0.4102  -0.04
C  -0.7262  4.6905  0.6839  -0.37
O  -0.6409  6.0736  0.3121  -0.06
C  -1.4084  4.5806  2.0778  -0.23
N  -0.8766  3.3721  2.7392  0.00
C  0.7673  3.0892  -1.4210  -0.30
N  1.3698  4.2524  -1.3911  -0.21
S  2.8774  4.0307  -1.9942  1.00
N  2.7626  2.4602  -2.3040  -0.27
C  1.5761  1.9575  -1.9674  -0.25
H  8.6710  -2.1333  2.5094  0.09
H  8.1048  -3.3445  1.3370  0.09
H  8.7120  -1.7389  0.7986  0.09
H  6.6630  -2.2901  -0.6250  0.11
H  4.9087  -2.6525  -0.7324  0.13
H  5.9331  0.1520  -0.0305  0.11
H  5.9198  -0.4252  -1.7257  0.11
H  3.7379  0.8522  -0.5715  0.10
H  3.3025  -0.9175  -0.3648  0.12
H  3.9372  0.5276  -3.0181  0.09
H  4.0664  -1.2088  -2.8157  0.11
H  1.8549  -0.6111  -3.7709  0.12
H  1.7484  -1.4363  -2.1816  0.10
H  -0.1731  -3.0114  -0.6798  0.08
H  -0.0224  -1.6497  -3.8379  0.07
H  -2.5632  1.8549  1.2298  0.09
H  -1.4701  0.4446  1.0915  0.14
H  -4.2059  0.0190  -0.0351  0.11
H  -4.3491  0.0922  2.9991  0.07
H  -5.6445  0.4026  1.8586  0.07
H  -4.4973  1.7016  2.1632  0.07
H  -2.6815  -1.4251  2.2027  0.12
H  -2.6324  -1.7840  0.4076  0.05
H  -4.0117  -3.4413  1.1204  0.13
H  -6.1339  -1.2458  0.6050  0.06
H  -6.3505  -3.0045  0.6056  0.08
H  -5.3017  -2.2997  -0.6248  0.07
H  -3.9696  -2.7347  3.4918  0.07
H  -5.4112  -3.5872  2.9576  0.07
H  -5.4988  -1.7721  3.2377  0.06
H  -1.6465  4.5422  -1.2421  0.13
H  -2.3953  3.4397  -0.0136  0.10
H  0.3193  4.3788  0.8365  0.12
H  -1.5348  6.4397  0.3179  0.09
H  -1.0875  5.4613  2.6778  0.11
H  -2.5101  4.6153  2.0255  0.11
H  0.1286  3.5131  2.8103  0.07
H  -1.2369  3.2635  3.6826  0.07
N  -2.1076  -4.7918  -2.5549  -0.62
O  -2.1814  -6.0130  -2.7904  -0.08
O  -1.9367  -4.3933  -1.3710  -0.12
O  -2.1821  -3.9663  -3.4814  -0.13


This record from OMol25 describes 11 unconnected molecules or ions with the total composition C23H39Cl21O12. The level of theory is ωB97M-V with the def2-TZVPD basis set.

As for the spin multiplicity: 1. The structure (SMILES) is CCOC(=O)OC.CCOC(=O)OC.CCOC(=O)OC.CCOC(=O)OC.ClC(Cl)Cl.ClC(Cl)Cl.ClC(Cl)Cl.ClC(Cl)Cl.ClC(Cl)Cl.ClC(Cl)Cl.ClC(Cl)Cl. Its HOMO energy is -10.46 eV. For the molar mass, the calculation gives 1252.07 g mol⁻¹. The value obtained for the frontier orbital gap is 10.636 eV.

Last column: Löwdin charge in e.
Positions of all 95 atoms, in Å:
C  -23.5761  -13.8242  9.6090  -0.06
C  -24.3586  -12.4918  9.4690  -0.20
O  -23.4656  -11.4048  9.6283  0.03
C  -23.8607  -10.1489  9.4108  -0.56
O  -24.9570  -9.7392  8.9877  0.09
O  -22.7979  -9.4026  9.6969  -0.02
C  -22.6101  -7.9998  9.3853  -0.06
H  -24.2548  -14.6754  9.5540  0.07
H  -23.0924  -13.9404  10.5789  0.07
H  -22.8713  -14.0611  8.8120  0.07
H  -25.1038  -12.4551  10.2636  0.12
H  -24.9230  -12.4754  8.5366  0.12
H  -22.7335  -7.9087  8.3061  0.08
H  -21.6182  -7.5624  9.4986  0.02
H  -23.3296  -7.3566  9.8920  0.10
C  -21.6009  -12.8188  -0.1416  -0.07
C  -20.7153  -13.3240  1.0357  -0.20
O  -19.5677  -12.4285  1.1427  -0.01
C  -18.7931  -12.5718  2.2765  -0.55
O  -18.9899  -13.2763  3.2377  0.11
O  -17.7277  -11.7361  2.1780  -0.04
C  -16.6265  -11.7768  3.1758  -0.02
H  -22.2483  -12.0125  0.2031  0.03
H  -22.1880  -13.6147  -0.5997  0.08
H  -21.0231  -12.3437  -0.9344  0.08
H  -20.4178  -14.3327  0.7491  0.12
H  -21.3503  -13.4116  1.9173  0.11
H  -16.0338  -12.6808  3.3158  0.10
H  -17.1320  -11.6093  4.1268  0.05
H  -15.9546  -10.9584  2.9168  0.03
C  -21.5669  -12.1503  5.5728  -0.05
C  -20.0960  -11.9128  5.9375  -0.17
O  -19.8971  -12.4240  7.3076  0.04
C  -18.8338  -12.0993  8.0087  -0.58
O  -17.8758  -11.4140  7.6101  0.04
O  -18.9304  -12.6384  9.2103  0.01
C  -17.9397  -12.6108  10.2235  -0.05
H  -21.7398  -12.0825  4.4987  0.03
H  -22.3099  -11.5020  6.0374  0.05
H  -21.8150  -13.1375  5.9625  0.08
H  -19.7923  -10.8667  5.9000  0.02
H  -19.3972  -12.3850  5.2469  0.10
H  -18.0022  -13.5080  10.8394  0.09
H  -18.2147  -11.7902  10.8861  0.06
H  -16.9311  -12.5387  9.8166  0.07
C  -18.2147  -3.4941  3.7418  -0.08
C  -18.6604  -4.8698  3.4262  -0.24
O  -18.2406  -5.0833  2.0515  0.00
C  -18.0320  -6.3170  1.4407  -0.58
O  -17.5815  -6.4115  0.3672  0.17
O  -18.5389  -7.3386  2.1373  -0.06
C  -18.7009  -8.5803  1.5044  -0.10
H  -18.5068  -3.0211  4.6794  0.04
H  -18.2816  -2.8140  2.8926  0.09
H  -17.1320  -3.5283  3.8628  0.07
H  -19.7495  -4.9120  3.4177  0.11
H  -18.1781  -5.6076  4.0674  0.04
H  -17.8424  -8.7808  0.8634  0.10
H  -19.5783  -8.6332  0.8598  0.08
H  -18.8638  -9.3514  2.2574  0.01
C  -22.9530  -9.0738  2.8491  -1.43
Cl  -21.5877  -10.1116  2.2774  0.60
Cl  -22.2158  -7.6096  3.6178  0.49
Cl  -23.9933  -9.8594  4.0200  0.57
H  -23.5370  -8.7269  1.9966  0.02
C  -18.6870  -7.2812  11.8989  -1.60
Cl  -18.4450  -6.1670  10.5791  0.52
Cl  -19.6899  -8.5961  11.3604  0.58
Cl  -19.2917  -6.5195  13.3795  0.54
H  -17.7130  -7.6774  12.1860  -0.04
C  -14.3028  -5.6112  7.2179  -1.56
Cl  -15.5447  -4.6899  8.0732  0.50
Cl  -12.7152  -5.2884  7.8611  0.55
Cl  -14.3173  -5.0868  5.5065  0.50
H  -14.5223  -6.6745  7.3142  -0.02
C  -14.9158  -9.3404  10.6724  -1.44
Cl  -16.0587  -10.0560  11.8887  0.53
Cl  -15.3407  -7.6680  10.2710  0.54
Cl  -14.8767  -10.4363  9.2702  0.53
H  -13.8815  -9.3247  11.0159  0.02
C  -18.2001  -8.4490  6.4769  -1.38
Cl  -18.3150  -9.1222  4.8250  0.61
Cl  -19.8137  -8.4652  7.3207  0.55
Cl  -17.8077  -6.7378  6.1656  0.52
H  -17.4526  -8.8980  7.1309  -0.01
C  -14.0906  -8.7881  4.5818  -1.42
Cl  -13.5324  -10.1703  3.5498  0.53
Cl  -14.9556  -9.3864  6.0491  0.53
Cl  -15.1901  -7.8403  3.5833  0.52
H  -13.2776  -8.1142  4.8518  0.02
C  -20.9574  -3.7901  7.3128  -1.50
Cl  -21.5595  -4.2650  8.9480  0.51
Cl  -21.1530  -5.1474  6.2324  0.53
Cl  -19.2726  -3.2497  7.3565  0.54
H  -21.5328  -2.9755  6.8729  0.02


This record from OMol25 describes 6 unconnected molecules or ions with the total composition C23H39ClO17Si. The level of theory is ωB97M-V with the def2-TZVPD basis set.

As for the spin multiplicity: 1. The structure (SMILES) is CCOCC[Si@@](C)(O)[C@H](Cl)CC.O=C1OCCO1.O=C1OCCO1.O=C1OCCO1.O=C1OCCO1.O=C1OCCO1. Its HOMO energy is -9.21 eV. For the molar mass, the calculation gives 651.09 g mol⁻¹. The value obtained for the frontier orbital gap is 9.291 eV.

Last column: Löwdin charge in e.
Positions of all 81 atoms, in Å:
C  8.6777  -1.4917  -4.4786  -0.11
C  7.5454  -0.6446  -3.5852  -0.24
O  6.1771  -1.0153  -3.9749  -0.22
C  5.2356  -0.9663  -2.8462  -0.24
C  4.1300  0.2575  -2.9712  -0.21
Si  2.5623  -0.1835  -3.9976  0.49
C  1.5968  1.5092  -4.2474  -0.21
O  2.9268  -0.7577  -5.6530  -0.24
C  1.3194  -1.3688  -3.1264  -0.69
Cl  2.0529  -2.9453  -2.4843  0.50
C  0.2160  -1.8230  -4.2984  -0.30
C  -1.3217  -1.8345  -3.7275  -0.14
H  8.1936  -2.2097  -5.2659  0.08
H  9.2869  -2.1908  -3.7286  0.07
H  9.4882  -0.7551  -4.9335  0.08
H  7.6877  0.4961  -3.8923  0.13
H  7.8202  -0.8506  -2.4667  0.12
H  5.7497  -0.8243  -1.7880  0.12
H  4.7277  -2.0456  -2.7952  0.10
H  4.6844  1.1320  -3.5647  0.11
H  3.8123  0.7217  -1.9401  0.07
H  1.3825  1.8866  -3.1354  0.06
H  2.2567  2.3387  -4.7461  0.05
H  0.5413  1.3594  -4.7374  0.04
H  2.2649  -0.2550  -6.2396  0.06
H  0.7668  -0.7635  -2.2602  0.10
H  0.2825  -1.1109  -5.2246  0.09
H  0.4830  -2.9295  -4.6517  0.11
H  -1.3992  -1.1598  -2.7717  0.08
H  -1.7150  -2.9141  -3.4573  0.08
H  -2.0006  -1.3641  -4.5845  0.09
C  2.8839  -1.6282  2.4547  -0.14
C  3.8296  -2.4479  1.6381  -0.13
O  4.0856  -1.6266  0.5147  0.05
C  3.8370  -0.3403  0.8985  -0.50
O  4.1157  0.6431  0.2330  0.11
O  3.2371  -0.2982  2.1240  0.06
H  2.9994  -1.8046  3.5276  0.12
H  1.8380  -1.7956  2.1769  0.14
H  4.7738  -2.6394  2.1588  0.14
H  3.3938  -3.4021  1.3298  0.14
C  3.6868  0.8359  5.8737  -0.13
C  4.7440  1.0437  6.9091  -0.14
O  5.1460  -0.2737  7.2328  0.07
C  4.8349  -1.0586  6.1600  -0.51
O  5.1943  -2.2164  6.0264  0.13
O  4.0704  -0.3785  5.2564  0.04
H  3.6539  1.6487  5.1431  0.14
H  2.6911  0.7105  6.3119  0.14
H  5.6085  1.5917  6.5198  0.14
H  4.3639  1.5618  7.7938  0.14
C  -5.8161  -2.3889  -1.5988  -0.13
C  -4.8704  -3.2085  -2.4154  -0.14
O  -4.6144  -2.3873  -3.5388  0.05
C  -4.8630  -1.1010  -3.1550  -0.51
O  -4.5843  -0.1176  -3.8205  0.13
O  -5.4629  -1.0589  -1.9295  0.02
H  -5.7006  -2.5653  -0.5259  0.14
H  -6.8620  -2.5563  -1.8766  0.14
H  -3.9262  -3.4001  -1.8947  0.13
H  -5.3062  -4.1628  -2.7237  0.14
C  -5.3721  1.0155  0.3372  -0.14
C  -5.3255  2.4911  0.1061  -0.13
O  -6.6062  2.9262  0.5214  0.07
C  -7.0775  1.9922  1.3985  -0.50
O  -8.0793  2.1312  2.0803  0.12
O  -6.2814  0.8834  1.4136  0.07
H  -4.3943  0.6046  0.6031  0.14
H  -5.7650  0.4691  -0.5266  0.11
H  -4.5669  2.9869  0.7209  0.14
H  -5.1519  2.7426  -0.9438  0.14
C  -7.9841  3.3835  4.9707  -0.14
C  -7.7020  4.8184  5.2780  -0.14
O  -6.8720  4.7492  6.4219  0.06
C  -6.2811  3.5186  6.4095  -0.52
O  -5.3759  3.1817  7.1544  0.13
O  -6.8344  2.7151  5.4547  0.07
H  -8.1144  3.2048  3.8998  0.10
H  -8.8630  3.0065  5.5041  0.14
H  -7.1536  5.3185  4.4727  0.14
H  -8.6124  5.3847  5.4930  0.14


This record from OMol25 describes 2 unconnected molecules or ions with the total composition C23H39N3O7PS. The level of theory is ωB97M-V with the def2-TZVPD basis set.

As for the spin multiplicity: 1. Its HOMO energy is 4.00 eV. For the molar mass, the calculation gives 532.62 g mol⁻¹. The value obtained for the frontier orbital gap is 1.141 eV. As for the net charge: -3.

Last column: Löwdin charge in e.
Positions of all 74 atoms, in Å:
C  1.3623  -4.9128  0.6198  -0.13
C  0.4044  -4.8057  -0.6175  -0.23
C  -0.8241  -3.8987  -0.2600  -0.13
C  -0.4041  -2.4138  -0.3914  -0.28
N  0.3996  -1.8224  0.7087  0.13
C  0.2713  -0.4282  0.5200  -0.38
O  0.6528  0.3228  1.3761  0.08
C  -0.4457  -0.0829  -0.8696  -0.25
C  -1.0819  1.3096  -0.7263  -0.11
C  -0.0719  2.4800  -0.5656  -0.19
C  -0.6393  3.6942  0.2371  -0.19
C  0.0712  3.9195  1.6007  -0.21
C  1.3585  4.7744  1.5075  -0.22
C  2.6591  4.0068  1.1210  -0.21
C  2.8508  2.6345  1.8273  -0.20
C  4.3247  2.3752  2.2739  -0.18
C  5.3262  2.5276  1.0923  -0.27
O  4.8326  1.8822  -0.0663  -0.20
C  5.8464  1.2509  -0.8286  -0.21
N  0.7307  -0.0821  -1.8102  0.15
C  0.5266  0.3159  -2.9216  -0.78
S  0.2704  0.6329  -4.4643  0.50
C  -1.3996  -1.3411  -0.9032  -0.27
C  -1.7733  -1.9046  -2.3435  -0.11
C  -2.6652  -0.8263  -3.0091  -0.28
N  -3.8532  -1.0810  -3.3336  0.14
C  -2.8248  -1.2056  -0.2448  -0.06
C  -2.7821  -1.7907  1.2258  -0.26
C  -3.7049  -1.0243  2.2326  0.01
O  -2.1549  -0.9537  2.2025  -0.19
H  0.8428  -4.6685  1.5624  0.06
H  2.2133  -4.2163  0.5490  0.06
H  1.7416  -5.9460  0.7336  0.05
H  0.9283  -4.4600  -1.5215  0.10
H  0.0802  -5.8440  -0.8275  0.09
H  -1.0660  -4.1672  0.7871  0.10
H  -1.7050  -4.1750  -0.8548  0.12
H  0.3676  -2.4694  -1.1895  0.12
H  0.1380  -2.1438  1.6355  0.13
H  -1.7633  1.5649  -1.5581  0.12
H  -1.7247  1.3040  0.1730  0.12
H  0.9082  2.1786  -0.1703  0.08
H  0.1395  2.8560  -1.5888  0.10
H  -0.5240  4.6022  -0.3888  0.10
H  -1.7308  3.5530  0.3498  0.11
H  -0.6405  4.4890  2.2347  0.10
H  0.2056  2.9332  2.0709  0.10
H  1.5456  5.2214  2.5079  0.10
H  1.2481  5.6281  0.8131  0.10
H  3.5253  4.6707  1.3193  0.09
H  2.6466  3.8200  0.0333  0.11
H  2.2212  2.5013  2.7208  0.11
H  2.6417  1.8586  1.0772  0.09
H  4.3646  1.3145  2.5883  0.11
H  4.6216  3.0250  3.1196  0.10
H  6.2870  2.0811  1.4106  0.10
H  5.4602  3.6164  0.9199  0.10
H  6.8644  1.6220  -0.6188  0.06
H  5.6383  1.4033  -1.9012  0.07
H  5.8289  0.1536  -0.6639  0.08
H  -0.8732  -2.1127  -2.9524  0.10
H  -2.4404  -2.7762  -2.2589  0.11
H  -2.3285  0.2099  -3.1696  0.06
H  -4.0314  -2.0618  -3.0669  0.04
H  -3.1453  -0.1767  -0.0566  0.11
H  -3.6106  -1.8245  -0.7202  0.09
H  -2.7169  -2.8864  1.3491  0.13
H  -3.7612  0.0618  2.2095  0.11
H  -3.8403  -1.6390  3.1284  0.09
O  -5.5073  -3.6861  -1.5897  -0.54
P  -6.3732  -2.5331  -0.9939  -0.17
O  -6.8395  -1.6036  -2.1437  -0.47
O  -5.4994  -1.7114  0.0023  -0.47
O  -7.5999  -3.1199  -0.2499  -0.50